--- a ---
{"formula": "C3H8NO", "method": "the ωB97M-V functional and the def2-TZVPD basis", "symbols": ["C", "C", "C", "O", "N", "H", "H", "H", "H", "H", "H", "H", "H"], "positions_angstrom": [[-0.584, 0.036, -0.159], [0.332, -1.158, -0.299], [1.778, -0.735, -0.496], [2.710, -1.500, -0.510], [-1.962, 0.000, 0.601], [-0.382, 0.656, 0.713], [-0.879, 0.340, -1.165], [0.092, -2.040, -0.884], [0.874, -1.169, 0.714], [1.892, 0.360, -0.565], [-0.894, 3.057, 0.821], [-2.024, -0.873, 1.142], [-0.954, 3.027, 0.085]], "nbo_charge": [-0.382, -0.492, 0.409, -0.617, -1.167, 0.267, 0.163, 0.215, 0.234, 0.106, -0.004, 0.266, 0.001], "spin_multiplicity": 1, "orbital_gap_ha": 0.184, "e_lumo_ha": 0.14620, "charge": -1, "homo_energy_ev": -1.0}

--- b ---
{"formula": "C3H8NO", "method": "the ωB97M-V functional and the def2-TZVPD basis", "symbols": ["C", "O", "H", "H", "H", "C", "C", "N", "H", "H", "H", "H", "H"], "positions_angstrom": [[0.545, -0.306, 2.224], [-0.265, -0.883, 1.302], [1.517, -0.829, 2.382], [0.602, 0.803, 2.083], [0.120, -0.358, 3.271], [-1.332, 0.500, -1.447], [0.985, 0.296, -0.923], [0.053, 0.345, -1.762], [-1.465, 0.659, -0.372], [-1.861, -0.419, -1.712], [-1.795, 1.259, -2.091], [0.955, 0.974, -0.055], [1.750, -0.482, -0.898]], "nbo_charge": [-0.210, -0.971, 0.085, 0.078, 0.074, -0.429, 0.032, -0.515, 0.216, 0.191, 0.162, 0.125, 0.161], "spin_multiplicity": 1, "orbital_gap_ha": 0.245, "e_lumo_ha": 0.16477, "charge": -1, "homo_energy_ev": -2.2}

--- c ---
{"formula": "C3H8NO", "method": "the ωB97M-V functional and the def2-TZVPD basis", "symbols": ["C", "N", "C", "O", "C", "H", "H", "H", "H", "H", "H", "H", "H"], "positions_angstrom": [[-0.209, -0.067, 0.696], [0.660, -0.097, -0.467], [0.163, -1.278, -1.524], [-0.578, -2.195, -1.004], [-0.329, 1.374, 1.220], [-1.191, -0.304, 0.279], [0.004, -0.841, 1.440], [1.586, 0.264, -0.270], [1.137, -1.676, -1.890], [-0.330, -0.589, -2.223], [-0.713, 1.987, 0.397], [0.707, 1.756, 1.251], [-0.907, 1.666, 2.097]], "nbo_charge": [-0.224, -0.793, 0.181, -0.898, -0.624, 0.201, 0.150, 0.326, 0.060, 0.068, 0.196, 0.177, 0.180], "smiles": "CCNC[O-]", "spin_multiplicity": 1, "orbital_gap_ha": 0.243, "e_lumo_ha": 0.16012, "charge": -1, "homo_energy_ev": -2.3}

--- d ---
{"formula": "C3H8NO", "method": "the ωB97M-V functional and the def2-TZVPD basis", "symbols": ["C", "C", "C", "O", "N", "H", "H", "H", "H", "H", "H", "H", "H"], "positions_angstrom": [[0.858, -0.002, -0.319], [-0.460, 0.407, 0.298], [-1.144, -0.824, 1.080], [-1.931, -1.568, 0.329], [1.486, 0.773, -1.407], [0.634, -1.022, -0.643], [1.629, 0.107, 0.453], [-0.507, 1.231, 1.041], [-1.186, 0.367, -0.545], [-1.675, -0.298, 1.943], [-0.296, -1.348, 1.607], [1.352, 1.769, -1.515], [1.240, 0.409, -2.322]], "nbo_charge": [-0.238, -0.510, 0.027, -0.940, -0.877, 0.211, 0.158, 0.174, 0.215, 0.043, 0.051, 0.346, 0.339], "smiles": "NCCC[O-]", "spin_multiplicity": 1, "orbital_gap_ha": 0.248, "e_lumo_ha": 0.16374, "charge": -1, "homo_energy_ev": -2.3}

Which one is the least stable? From the structures above, a.